Entry 1:
{"formula": "C16H17N3O", "method": "ωB97M-V with the def2-TZVPD basis set", "de_lowest_kcal_mol": 63.1, "molar_mass_g_mol": 267.33, "homo_energy_ev": -8.06, "largest_force_ev_per_a": 3.20, "energy_ha": -859.3396, "total_charge": 0, "lumo_ev": 0.1, "species": ["N", "N", "O", "C", "C", "C", "C", "C", "C", "C", "C", "C", "C", "N", "C", "C", "C", "C", "C", "C", "H", "H", "H", "H", "H", "H", "H", "H", "H", "H", "H", "H", "H", "H", "H", "H", "H"], "coordinates": [[-2.05190, -1.62747, -2.15454], [-1.73150, -0.56860, -4.18766], [-2.56191, -1.49837, -3.49112], [-0.96332, -0.88830, -2.11789], [-0.77167, -0.22645, -3.38969], [0.00170, -0.65773, -1.04875], [1.11773, 0.11000, -1.29314], [3.53748, 0.70667, 1.52932], [2.97756, -0.15393, 2.46604], [2.97378, 0.90397, 0.27675], [1.81039, -0.82254, 2.15272], [1.83771, 0.15687, -0.05147], [1.21391, -0.66635, 0.88186], [0.02563, -1.13459, 0.26471], [-2.73804, 1.49343, 2.34169], [0.32918, 0.80651, -3.59956], [1.51622, 0.68378, -2.66886], [-1.11463, -1.77211, 0.94784], [-1.63397, 0.49144, 1.97783], [-2.18139, -0.71592, 1.25262], [4.45210, 1.27540, 1.79616], [3.43010, -0.29881, 3.45164], [3.43935, 1.61880, -0.39166], [1.28685, -1.46946, 2.83738], [-3.49637, 1.02026, 3.01299], [-2.30224, 2.34533, 2.89268], [-3.29560, 1.86774, 1.46650], [-0.11453, 1.80651, -3.40394], [0.70992, 0.80496, -4.63179], [1.98518, 1.67354, -2.60529], [2.25192, 0.02628, -3.11362], [-0.77629, -2.20600, 1.88775], [-1.52745, -2.57076, 0.33666], [-1.16114, 0.12552, 2.88197], [-0.88103, 0.94363, 1.36812], [-2.63107, -0.39243, 0.31604], [-2.96267, -1.19082, 1.80969]], "forces_ev_per_a": [[0.627, 0.484, -1.300], [-0.372, -0.846, 0.404], [2.364, 1.698, 1.334], [-1.173, -0.754, -0.041], [-0.203, -0.105, 0.273], [0.437, 0.153, 0.377], [-0.173, 0.418, -0.381], [1.057, 1.171, -0.349], [-0.557, -0.530, 0.207], [0.526, -0.456, 0.917], [-1.208, -0.494, -0.398], [0.638, 0.783, -1.311], [-0.623, 0.200, -0.419], [0.581, -0.577, 0.397], [-0.249, -0.072, 0.566], [-0.928, 0.528, -0.680], [-0.242, -0.580, 1.366], [0.114, 0.807, -0.058], [-1.086, -0.243, 0.402], [0.351, -0.109, -0.748], [-0.708, -0.443, -0.181], [-0.152, 0.097, -0.424], [-0.157, -0.179, -0.178], [0.218, -0.089, 0.459], [0.572, 0.293, -0.443], [-0.295, -0.236, -0.304], [0.380, -0.111, 0.219], [-0.037, -0.579, -0.297], [-0.481, -0.001, 0.216], [-0.051, -0.263, 0.274], [0.322, -0.265, -0.028], [0.292, -0.037, -0.067], [0.092, -0.024, -0.138], [0.287, 0.156, 0.372], [0.543, 0.493, -0.319], [-0.108, -0.005, -0.223], [-0.597, -0.281, 0.504]], "lowdin_charge": [0.15, 0.14, -0.09, -0.16, -0.22, -0.10, -0.07, -0.11, -0.10, -0.02, -0.02, -0.14, -0.15, 0.01, -0.11, -0.11, -0.12, -0.12, -0.26, -0.20, 0.11, 0.11, 0.11, 0.10, 0.08, 0.07, 0.08, 0.13, 0.12, 0.12, 0.12, 0.12, 0.11, 0.11, 0.10, 0.10, 0.11]}

---

Entry 2:
{"formula": "C19H21N3O6", "method": "ωB97M-V with the def2-TZVPD basis set", "de_lowest_kcal_mol": 74.2, "molar_mass_g_mol": 387.39, "homo_energy_ev": -8.03, "largest_force_ev_per_a": 1.38, "energy_ha": -1352.3051, "total_charge": 0, "lumo_ev": 0.6, "species": ["N", "C", "O", "C", "C", "H", "C", "N", "C", "O", "C", "O", "C", "C", "N", "O", "C", "C", "H", "C", "C", "C", "C", "C", "C", "H", "O", "C", "O", "H", "H", "H", "H", "H", "H", "H", "H", "C", "C", "H", "H", "H", "H", "H", "H", "H", "H", "H", "H"], "coordinates": [[3.45333, 4.09985, 0.70652], [3.37933, 2.95049, -0.00527], [3.99038, 2.81709, -1.04381], [2.47798, 1.88768, 0.61107], [3.25627, 0.59064, 0.88401], [4.16547, 0.81070, 1.44642], [3.61333, -0.10947, -0.42958], [2.39841, -0.40607, -1.15222], [1.74212, -1.58495, -1.19128], [0.64127, -1.69847, -1.69729], [2.48747, -2.80376, -0.62141], [1.65417, -3.93069, -0.49990], [0.91532, -3.96551, 0.70222], [0.04681, -2.76319, 0.88173], [0.48009, -1.70309, 1.51834], [-0.49073, -0.76096, 1.44386], [-1.53644, -1.24761, 0.74268], [-1.24797, -2.53597, 0.36689], [-1.83349, -3.21489, -0.21250], [-2.68376, -0.39425, 0.51357], [-2.69016, 0.90742, 1.01135], [-3.76507, 1.76417, 0.80790], [-4.83072, 1.27292, 0.09227], [-4.83229, -0.03257, -0.40995], [-3.77830, -0.88538, -0.21716], [-3.78924, -1.88419, -0.61518], [-6.00725, -0.25850, -1.07355], [-6.74294, 0.94210, -0.98337], [-6.00017, 1.89149, -0.24700], [-6.93950, 1.33263, -1.99465], [-7.70165, 0.75108, -0.47546], [-3.76838, 2.77006, 1.19220], [-1.83634, 1.25458, 1.57108], [0.30481, -4.86848, 0.64030], [1.60139, -4.03567, 1.56190], [3.27489, -3.08678, -1.32747], [2.92893, -2.56679, 0.35477], [1.70513, 0.80485, -1.54931], [1.28206, 1.59251, -0.30959], [0.80334, 2.52467, -0.61533], [0.55716, 1.00228, 0.25205], [0.82971, 0.51728, -2.13324], [2.38040, 1.40496, -2.16427], [4.19506, -1.01036, -0.24631], [4.21053, 0.56851, -1.04678], [2.62383, -0.07180, 1.48036], [2.09515, 2.26879, 1.56367], [2.95569, 4.24371, 1.56622], [4.02460, 4.84896, 0.35051]], "forces_ev_per_a": [[0.079, 0.499, 0.226], [-0.350, -0.053, 0.551], [0.232, -0.097, -0.445], [-0.029, -0.083, -0.043], [0.164, 0.094, -0.126], [0.029, -0.015, 0.065], [0.278, -0.081, 0.314], [0.044, 0.245, -0.221], [0.145, -0.147, -0.044], [-0.127, -0.179, -0.101], [-0.113, -0.148, 0.023], [0.054, 0.041, -0.251], [0.205, 0.021, 0.230], [-0.421, 0.436, 0.152], [0.883, -0.802, 0.223], [-0.688, 0.349, -0.205], [0.369, -1.307, -0.265], [-0.133, 0.854, 0.431], [-0.185, -0.114, -0.196], [-0.161, 0.549, 0.133], [0.141, -0.326, -0.054], [-0.446, 0.069, -0.196], [0.205, -0.532, -0.105], [0.138, 0.488, 0.270], [-0.166, 0.195, -0.023], [-0.008, -0.183, -0.075], [0.383, -0.317, 0.066], [-1.158, 0.200, -0.507], [0.385, 0.170, 0.261], [0.136, -0.090, 0.229], [0.276, 0.017, -0.053], [0.004, 0.135, 0.057], [0.072, 0.038, 0.048], [0.068, 0.101, 0.118], [-0.141, -0.044, -0.110], [0.014, 0.112, 0.136], [0.061, 0.029, -0.136], [-0.406, 0.142, -0.255], [0.146, 0.032, -0.120], [-0.064, 0.029, 0.000], [-0.019, 0.033, -0.019], [0.136, 0.076, 0.049], [-0.090, -0.070, 0.012], [-0.011, 0.014, -0.016], [0.003, -0.217, 0.079], [0.044, -0.009, 0.026], [0.038, -0.014, -0.058], [0.006, -0.083, -0.060], [-0.023, -0.058, -0.017]], "lowdin_charge": [0.17, -0.52, 0.06, -0.23, -0.11, 0.12, -0.14, -0.04, -0.43, 0.07, -0.12, -0.11, -0.14, -0.27, 0.12, -0.01, -0.21, 0.06, 0.12, -0.14, -0.02, 0.02, -0.20, -0.19, 0.08, 0.13, 0.04, -0.15, 0.04, 0.14, 0.14, 0.12, 0.11, 0.13, 0.13, 0.14, 0.12, -0.12, -0.10, 0.13, 0.10, 0.12, 0.12, 0.12, 0.12, 0.11, 0.13, 0.10, 0.11]}

---

Entry 3:
{"formula": "C25H36F2N7O6PS2", "method": "ωB97M-V with the def2-TZVPD basis set", "de_lowest_kcal_mol": 130.5, "molar_mass_g_mol": 663.71, "homo_energy_ev": -8.55, "largest_force_ev_per_a": 5.68, "energy_ha": -3146.0930, "total_charge": 0, "lumo_ev": -0.1, "species": ["C", "C", "C", "C", "C", "N", "S", "C", "C", "C", "N", "C", "C", "C", "C", "C", "C", "C", "C", "O", "C", "O", "C", "C", "C", "S", "C", "N", "N", "C", "O", "N", "C", "O", "N", "C", "O", "F", "C", "O", "F", "P", "N", "H", "H", "H", "H", "H", "H", "H", "H", "H", "H", "H", "H", "H", "H", "H", "H", "H", "H", "H", "H", "H", "H", "H", "H", "H", "H", "H", "H", "H", "H", "H", "H", "H", "H", "H", "H"], "coordinates": [[4.64313, 0.72682, 3.05009], [4.54470, 0.21140, 1.54537], [3.32741, -0.82635, 1.33934], [2.14315, -0.12873, 0.55160], [1.23863, -1.12673, -0.30931], [1.93588, -1.83975, -1.39317], [3.25591, -0.99154, -2.12301], [2.12615, -3.25370, -1.21856], [2.56747, -3.97790, 0.01372], [2.72329, -5.44414, -0.10924], [2.49582, -6.27265, -1.16736], [2.08789, -5.64612, -2.32760], [1.92244, -4.18821, -2.38149], [-0.12446, -0.36497, -0.80673], [-1.24466, -0.86979, 0.18393], [-2.75840, -0.61700, -0.23130], [-3.60874, -1.93997, 0.12776], [-4.19454, -1.92054, 1.60453], [-5.77270, -1.91684, 1.69201], [-6.43652, -1.10981, 0.70599], [-6.15656, 0.28344, 0.93163], [0.24944, 1.00411, -0.84495], [-0.67100, 2.05112, -1.08185], [0.32124, 3.25152, -1.48146], [1.64155, 3.26480, -0.55764], [2.18546, 5.02120, -0.18012], [2.51796, 5.15757, 1.58034], [3.72294, 5.20993, 2.26000], [3.60218, 5.35644, 3.58901], [2.23695, 5.36557, 3.85893], [1.60710, 5.24422, 2.65008], [-1.40189, 2.27582, 0.19432], [-1.27002, 3.38019, 0.73771], [-0.98515, 4.36137, 1.29254], [-1.73150, 1.79639, -2.08498], [-1.41101, 2.01583, -3.45254], [-2.17623, 2.62533, -4.14879], [-0.26857, 1.53454, -4.08497], [-3.00070, 2.44543, -1.82751], [-4.05007, 1.90659, -1.74492], [-3.03580, 3.84825, -1.70975], [-0.48613, -1.22287, -2.48888], [-0.83366, -2.76195, -2.16769], [3.67109, 0.52734, 3.59319], [4.79153, 1.84650, 3.07394], [5.50691, 0.17662, 3.53449], [5.49679, -0.31130, 1.21347], [4.45114, 1.11695, 0.87654], [3.75243, -1.62195, 0.64888], [3.00365, -1.23201, 2.33606], [1.43028, 0.33451, 1.31115], [2.57979, 0.72554, -0.02493], [0.93385, -1.92091, 0.44265], [3.96436, -1.97894, -2.79585], [2.75624, -3.40703, 0.95428], [3.09088, -5.96046, 0.82907], [1.89530, -6.29773, -3.22796], [1.61559, -3.73950, -3.36992], [-1.08461, -0.32862, 1.17544], [-1.17518, -1.97060, 0.44206], [-3.16556, 0.20845, 0.41833], [-2.93967, -0.43349, -1.32116], [-4.46661, -1.93727, -0.62075], [-3.01992, -2.87981, -0.11734], [-3.68825, -1.07758, 2.15734], [-3.84038, -2.88181, 2.10102], [-6.20386, -2.96110, 1.59031], [-6.13089, -1.54622, 2.70786], [-6.99904, 0.96213, 0.62112], [-5.26997, 0.56148, 0.27386], [-5.81842, 0.46147, 1.99595], [-0.18439, 4.25038, -1.55159], [0.78915, 3.07837, -2.50513], [1.45181, 2.79848, 0.45241], [2.50133, 2.75337, -1.07927], [1.74511, 5.48067, 4.85523], [0.57871, -1.06089, -3.41892], [-1.69627, -0.71209, -3.08616], [-1.80127, -2.94120, -2.47085]], "forces_ev_per_a": [[0.097, -0.134, -0.580], [-0.247, -0.188, 0.331], [0.890, 0.769, -1.402], [-0.458, -0.067, 0.917], [0.264, 0.651, 1.588], [-0.323, -1.523, 0.321], [0.898, 0.273, -0.627], [0.809, -4.650, -0.104], [-0.925, -0.270, -3.123], [-0.037, 1.014, 0.849], [-0.291, 2.514, -0.341], [0.307, 2.180, 1.424], [0.278, 0.109, 0.671], [0.914, -2.461, 0.114], [-0.905, 1.030, 0.861], [-0.239, -1.514, 0.920], [-0.739, 0.649, -0.968], [0.687, -0.998, -0.255], [-0.398, -0.140, 0.511], [0.286, 0.495, 0.882], [1.301, 0.365, -0.660], [-1.406, 0.360, -1.013], [1.781, 0.642, 1.063], [1.199, -0.204, -0.470], [-0.562, 0.011, 0.879], [-0.053, 0.098, 1.125], [2.512, -0.299, 5.085], [-0.889, -0.161, -2.891], [-3.938, -0.071, 0.467], [3.666, -0.163, -3.350], [-1.845, 0.126, 0.175], [-0.135, 1.331, -0.287], [1.264, -0.356, -0.058], [-0.963, -0.682, -0.282], [1.626, 0.785, -0.776], [-1.086, 1.203, -2.332], [0.814, -0.874, 0.736], [-1.307, 0.108, 2.446], [-2.388, 0.978, 0.189], [1.394, -0.041, -0.117], [1.420, -1.974, -0.166], [-1.290, -2.280, 0.510], [-0.057, 1.025, -0.395], [1.153, 0.073, -0.474], [0.138, -1.278, 0.101], [-1.162, 0.877, -0.162], [-1.053, 0.714, 0.615], [-0.132, -1.079, 0.511], [-0.669, 0.673, 1.129], [0.282, 0.157, -1.079], [0.818, -0.431, -0.928], [-0.575, -0.968, 0.237], [0.175, 0.885, -1.182], [-1.052, 0.381, 0.742], [-0.131, -0.972, -0.870], [-0.512, 0.569, -1.228], [0.215, 0.941, 1.160], [0.267, -0.504, 1.312], [0.034, -0.537, -1.165], [0.466, 1.349, -0.856], [0.344, -0.600, -1.118], [0.434, 0.162, 1.127], [0.798, -0.107, 1.078], [-0.520, 1.204, 0.498], [-0.837, -0.705, -0.392], [-0.520, 1.216, -0.314], [0.710, 1.186, -0.165], [0.683, -0.463, -0.932], [0.589, -1.024, 0.499], [-0.995, -0.123, 0.752], [-0.706, -0.047, -0.963], [0.252, -0.939, 0.415], [-1.154, -0.091, 1.045], [0.266, 0.299, -1.229], [-1.074, 0.512, 0.695], [0.227, -0.203, -1.492], [-0.342, 0.643, 0.410], [1.062, 0.555, 0.131], [0.592, 0.010, 0.227]], "lowdin_charge": [-0.12, -0.24, -0.20, -0.18, -0.29, -0.50, 0.81, -0.28, 0.01, -0.15, 0.01, -0.12, -0.03, -0.43, -0.16, -0.21, -0.19, -0.17, -0.23, -0.22, -0.10, -0.10, -0.40, -0.10, -0.41, 0.94, -0.56, -0.02, 0.01, -0.09, -0.06, 0.22, -0.26, 0.22, 0.14, -0.43, 0.18, 0.08, -0.41, 0.21, 0.09, 0.83, -0.27, 0.07, 0.07, 0.08, 0.11, 0.09, 0.07, 0.11, 0.13, 0.06, 0.15, -0.08, 0.08, 0.11, 0.11, 0.10, 0.13, 0.11, 0.08, 0.07, 0.11, 0.10, 0.11, 0.11, 0.13, 0.12, 0.10, 0.07, 0.10, 0.12, 0.13, 0.09, 0.09, 0.14, 0.00, 0.02, -0.02]}